Formula: C44H44MnO2P2S
Source: OMol25
Level of theory: ωB97M-V with the def2-TZVPD basis set

Structure (XYZ):
```
94
Properties=species:S:1:pos:R:3:lowdin_spin:R:1
Mn 1.962 -0.548 0.331 4.063
C 2.337 3.153 0.232 -0.006
C 2.868 1.886 0.852 -0.018
C 3.904 1.155 0.218 -0.014
C 4.504 1.667 -1.070 -0.005
C 4.446 0.029 0.863 0.007
C 5.586 -0.730 0.233 0.001
C 3.918 -0.410 2.090 -0.004
C 4.546 -1.580 2.802 -0.001
C 2.817 0.260 2.663 -0.007
C 2.155 -0.285 3.905 -0.007
C 2.367 1.461 2.092 0.015
C 1.333 2.285 2.812 0.001
H 2.467 3.158 -0.846 -0.001
H 2.841 4.037 0.633 -0.002
H 1.272 3.276 0.427 -0.001
H 3.948 1.323 -1.946 -0.002
H 5.535 1.344 -1.184 0.000
H 4.508 2.756 -1.093 0.000
H 6.548 -0.297 0.522 0.001
H 5.521 -0.713 -0.852 0.000
H 5.574 -1.774 0.530 0.000
H 4.204 -2.527 2.376 0.000
H 4.313 -1.572 3.864 0.000
H 5.630 -1.546 2.710 -0.001
H 2.623 0.089 4.820 -0.002
H 2.206 -1.371 3.925 0.000
H 1.101 -0.019 3.933 -0.002
H 0.321 2.009 2.503 0.000
H 1.468 3.347 2.616 0.000
H 1.392 2.142 3.889 0.000
O -1.678 -3.562 -0.044 0.030
C -0.289 -3.275 0.146 0.334
O -0.036 -1.957 0.285 0.160
C 0.594 -4.354 0.147 0.013
C 0.040 -5.670 0.203 0.088
C 0.833 -6.783 0.248 -0.009
C 2.226 -6.643 0.241 0.110
C 2.780 -5.386 0.168 -0.013
C 2.018 -4.210 0.104 0.118
S 2.930 -2.741 -0.142 0.109
H -1.034 -5.786 0.226 0.005
H 0.379 -7.764 0.297 -0.003
H 2.866 -7.514 0.284 0.008
H 3.856 -5.273 0.135 -0.003
C -1.574 1.917 0.213 0.008
P -0.319 0.583 0.007 0.001
C 0.381 0.652 -1.678 -0.008
C 1.013 -0.470 -2.234 -0.001
C 1.770 -0.358 -3.399 0.004
C 1.936 0.866 -4.018 -0.012
C 1.341 1.995 -3.459 0.001
C 0.591 1.893 -2.305 -0.006
C -1.241 -1.026 0.119 0.005
C -1.983 -1.520 -1.079 0.011
C -2.243 -2.816 -1.129 0.006
C -2.595 -3.475 1.123 0.015
C -2.717 -2.243 1.691 0.003
C -2.111 -1.061 1.308 0.001
P -2.480 2.732 -1.197 0.002
C -3.620 3.767 -0.197 0.001
C -3.149 4.542 0.861 0.000
C -3.991 5.410 1.539 0.000
C -5.319 5.533 1.161 0.000
C -5.796 4.782 0.097 0.000
C -4.955 3.909 -0.575 0.000
C -3.580 1.377 -1.737 0.000
C -4.332 0.598 -0.857 0.000
C -5.073 -0.471 -1.325 0.000
C -5.078 -0.772 -2.682 0.000
C -4.346 0.001 -3.569 0.000
C -3.599 1.072 -3.095 0.000
H -1.069 2.715 0.764 0.001
H -2.301 1.488 0.906 0.000
H 0.890 -1.458 -1.807 0.003
H 2.233 -1.249 -3.801 0.001
H 2.524 0.949 -4.922 -0.001
H 1.464 2.963 -3.927 0.000
H 0.150 2.789 -1.895 -0.001
H -2.335 -0.851 -1.846 0.001
H -2.804 -3.441 -1.802 0.000
H -3.014 -4.437 1.338 0.000
H -3.362 -2.229 2.565 0.000
H -2.153 -0.209 1.970 0.000
H -2.112 4.485 1.170 0.000
H -3.603 5.995 2.363 0.000
H -5.975 6.212 1.688 0.000
H -6.829 4.873 -0.212 0.000
H -5.347 3.329 -1.400 0.000
H -4.329 0.821 0.202 0.000
H -5.638 -1.081 -0.632 0.000
H -5.658 -1.611 -3.047 0.000
H -4.350 -0.230 -4.626 0.000
H -3.013 1.672 -3.783 0.000
```

Properties
Spin multiplicity ... 6
Net charge ... 0
Orbital gap (spin up / spin down) ... 6.4 / 4.7 eV

***

Formula: C44H45AsO6SSbV
Source: OMol25
Level of theory: ωB97M-V with the def2-TZVPD basis set

Structure (XYZ):
```
99
Properties=species:S:1:pos:R:3:mulliken_charge:R:1
V 1.146 0.492 -0.274 -0.845
C 5.306 2.187 -2.150 -1.460
C 5.872 1.045 -1.311 0.634
C 7.401 1.120 -1.267 -1.725
C 5.312 0.977 0.096 0.794
C 5.114 -0.265 0.689 -0.570
C 4.640 -0.374 1.988 -0.241
C 4.333 0.760 2.734 0.757
C 3.788 0.654 4.134 -1.546
C 4.524 2.000 2.137 -0.760
C 5.010 2.109 0.844 -0.091
H 5.617 2.074 -3.193 0.413
H 5.673 3.158 -1.805 0.397
H 4.219 2.200 -2.100 -0.038
H 5.589 0.108 -1.801 0.278
H 7.721 2.039 -0.768 0.338
H 7.821 1.117 -2.278 0.446
H 7.821 0.277 -0.715 0.386
H 5.290 -1.156 0.098 0.285
H 4.460 -1.355 2.415 0.171
H 4.563 0.861 4.878 0.455
H 3.385 -0.340 4.324 0.250
H 2.976 1.367 4.287 0.316
H 4.248 2.898 2.680 0.307
H 5.102 3.092 0.397 0.210
O 3.556 -0.940 -3.489 -0.679
As 1.937 -0.985 -2.617 -0.045
O -0.176 -0.436 -0.976 0.175
O 2.521 -0.572 -1.054 -0.543
C 1.300 0.736 -3.544 -0.119
C 1.091 0.366 -4.878 -0.280
C 0.570 1.219 -5.837 -0.657
C 0.222 2.509 -5.479 -0.646
C 0.418 2.918 -4.172 -0.643
C 0.947 2.059 -3.211 0.191
S 1.080 2.829 -1.582 1.371
O 1.176 4.240 -1.816 -0.802
O -0.077 2.354 -0.801 -0.523
O 2.267 2.226 -0.922 -0.390
H 3.641 -0.116 -3.981 0.294
H 1.332 -0.651 -5.176 0.392
H 0.428 0.868 -6.853 0.384
H -0.199 3.195 -6.203 0.365
H 0.170 3.927 -3.873 0.473
C -3.461 -3.138 -1.621 -1.121
C -3.639 -1.766 -2.217 1.122
C -4.332 -1.651 -3.423 -0.772
C -4.534 -0.424 -4.035 -0.605
C -4.048 0.725 -3.430 -0.908
C -3.368 0.621 -2.225 -0.782
C -3.141 -0.609 -1.605 0.625
Sb -1.922 -0.315 0.175 1.439
C -1.619 -2.371 0.871 1.184
C -0.512 -3.069 0.399 -0.862
C -0.197 -4.334 0.881 -0.557
C -0.984 -4.908 1.865 -0.728
C -2.075 -4.209 2.364 -0.834
C -2.404 -2.944 1.884 0.179
C -3.578 -2.208 2.470 -1.085
C -4.165 0.976 1.200 0.296
C -3.511 1.959 1.955 -0.067
C -4.159 3.061 2.508 -0.844
C -5.522 3.226 2.302 -0.353
C -6.207 2.285 1.545 -0.561
C -5.543 1.180 1.007 0.351
C -6.339 0.190 0.181 -1.514
H -4.013 -3.880 -2.201 0.441
H -3.816 -3.174 -0.590 0.095
H -2.410 -3.429 -1.598 0.176
H -4.719 -2.552 -3.891 0.292
H -5.073 -0.368 -4.975 0.358
H -4.202 1.697 -3.885 0.440
H -3.012 1.528 -1.744 0.423
H 0.114 -2.603 -0.356 0.385
H 0.669 -4.860 0.494 0.405
H -0.743 -5.891 2.258 0.294
H -2.681 -4.649 3.150 0.312
H -4.101 -2.824 3.204 0.501
H -4.290 -1.896 1.702 0.025
H -3.258 -1.285 2.958 0.127
H -2.433 1.879 2.105 -0.040
H -3.603 3.795 3.086 0.396
H -6.046 4.083 2.717 0.313
H -7.274 2.415 1.368 0.324
H -7.193 -0.212 0.737 0.413
H -5.693 -0.637 -0.115 -0.084
H -6.731 0.649 -0.732 0.340
C 1.097 0.212 1.348 -1.198
C 0.833 -0.427 2.617 3.047
C 0.048 0.186 3.603 -0.598
C -0.220 -0.455 4.803 -0.840
C 0.283 -1.726 5.055 -0.556
C 1.056 -2.351 4.081 -1.040
C 1.329 -1.712 2.883 0.037
H -0.363 1.167 3.401 0.396
H -0.841 0.039 5.542 0.339
H 0.061 -2.230 5.988 0.366
H 1.435 -3.353 4.250 0.317
H 1.914 -2.203 2.115 0.712
```

Properties
Net charge ... -2
Orbital gap ... 5.6 eV

***

Formula: C44H45AsO6SSbV
Source: OMol25
Level of theory: ωB97M-V with the def2-TZVPD basis set

Structure (XYZ):
```
99
Properties=species:S:1:pos:R:3:lowdin_spin:R:1
V -0.642 -0.827 -0.876 1.649
C -2.719 0.794 3.555 0.014
C -3.881 1.121 2.606 0.025
C -4.904 1.985 3.342 0.006
C -3.404 1.723 1.303 0.207
C -3.123 0.770 0.158 0.054
C -3.012 1.466 -1.166 0.228
C -2.749 2.793 -1.282 0.024
C -2.452 3.423 -2.620 -0.009
C -2.795 3.597 -0.112 0.329
C -3.184 3.053 1.145 0.011
H -3.071 0.209 4.413 0.002
H -2.278 1.724 3.935 0.000
H -1.940 0.226 3.054 0.001
H -4.372 0.178 2.340 0.002
H -4.461 2.934 3.662 0.000
H -5.258 1.471 4.241 0.001
H -5.767 2.217 2.712 0.000
H -3.963 0.054 0.120 0.016
H -3.032 0.837 -2.049 0.013
H -3.268 4.072 -2.952 -0.003
H -2.288 2.657 -3.378 0.000
H -1.545 4.032 -2.571 -0.002
H -2.572 4.658 -0.188 0.023
H -3.305 3.733 1.985 -0.006
O -1.135 -3.961 1.653 0.002
As -1.547 -2.171 1.493 0.009
O -1.953 0.034 0.402 0.065
O -0.030 -1.725 0.784 0.024
C -2.951 -2.615 0.019 0.003
C -4.171 -2.746 0.691 0.002
C -5.362 -3.050 0.050 0.000
C -5.371 -3.250 -1.321 0.000
C -4.188 -3.135 -2.031 0.000
C -2.991 -2.819 -1.375 0.001
S -1.623 -2.507 -2.507 0.005
O -0.350 -2.756 -1.803 0.010
O -1.882 -3.313 -3.665 0.001
O -1.712 -1.034 -2.724 0.020
H -1.913 -4.371 2.050 0.000
H -4.180 -2.593 1.766 0.001
H -6.281 -3.122 0.621 0.000
H -6.293 -3.487 -1.838 0.000
H -4.169 -3.291 -3.101 0.000
C 5.374 -0.190 0.606 -0.001
C 5.453 -0.680 2.034 0.000
C 6.683 -1.078 2.558 0.000
C 6.793 -1.542 3.863 0.000
C 5.662 -1.621 4.657 0.000
C 4.427 -1.223 4.142 0.000
C 4.300 -0.734 2.841 -0.002
Sb 2.371 -0.200 1.939 -0.005
C 1.328 -0.617 3.793 0.000
C 0.736 -1.884 3.758 0.000
C -0.045 -2.368 4.801 0.000
C -0.257 -1.570 5.910 0.000
C 0.342 -0.316 5.975 0.000
C 1.144 0.174 4.943 0.000
C 1.799 1.521 5.139 0.000
C 2.728 1.927 2.174 0.000
C 3.973 2.463 2.520 0.000
C 4.185 3.834 2.563 -0.001
C 3.140 4.698 2.253 0.000
C 1.900 4.179 1.918 0.000
C 1.672 2.801 1.879 0.000
C 0.277 2.283 1.639 -0.003
H 6.351 -0.230 0.119 0.000
H 5.009 0.839 0.545 0.000
H 4.678 -0.794 0.017 0.000
H 7.566 -1.027 1.927 0.000
H 7.759 -1.847 4.251 0.000
H 5.728 -1.992 5.674 0.000
H 3.551 -1.294 4.776 0.000
H 0.870 -2.515 2.883 0.000
H -0.498 -3.348 4.714 0.000
H -0.888 -1.912 6.723 0.000
H 0.190 0.306 6.852 0.000
H 1.715 1.826 6.184 0.000
H 1.344 2.300 4.519 0.000
H 2.855 1.493 4.870 0.000
H 4.798 1.804 2.776 0.000
H 5.160 4.223 2.836 0.000
H 3.291 5.772 2.275 0.000
H 1.077 4.846 1.676 0.000
H -0.337 3.020 1.122 0.002
H -0.211 2.066 2.598 0.000
H 0.234 1.366 1.040 -0.005
C 0.549 0.383 -1.218 -0.417
C 1.522 1.415 -1.483 -0.096
C 1.169 2.786 -1.548 -0.061
C 2.101 3.787 -1.783 -0.001
C 3.449 3.483 -1.973 -0.065
C 3.831 2.139 -1.929 0.000
C 2.900 1.139 -1.691 -0.062
H 0.123 3.040 -1.400 -0.004
H 1.775 4.823 -1.813 0.002
H 4.179 4.267 -2.142 -0.006
H 4.874 1.872 -2.083 0.002
H 3.204 0.098 -1.663 -0.005
```

Properties
Spin multiplicity ... 3
Net charge ... -2
Orbital gap (spin up / spin down) ... 5.2 / 4.9 eV

***

Results for energy above the lowest of the compared OMol25 structures with the same formula, charge and spin: 219.2, 11.4, 72.2 (in kcal/mol, following the order of the records).
Results for total energy: -4085.20730, -5973.33549, -5973.28805 (in a.u., following the order of the records).
Results for max |F|: 0.012, 0.016, 0.051 (in hartree/bohr, following the order of the records).